(1)
DFT (the ωB97M-V functional and the def2-TZVPD basis) results for 7 unconnected molecules or ions with the total composition C52H89F10NO19S.

Results
E_HOMO: -9.82 eV
LUMO level: 0.06 eV
orbital gap: 9.89 eV

Cartesian coordinates (Å):
1 C 6.65517 1.89502 3.09887
2 C 7.24566 1.38200 1.76795
3 C 6.77329 -0.02538 1.57193
4 O 7.00180 -0.90078 2.39131
5 O 6.08071 -0.23283 0.43729
6 C 5.52488 -1.54257 0.32928
7 C 4.95490 -1.74299 -1.06735
8 C 3.43555 -1.49655 -1.18601
9 C 3.19720 0.01572 -0.93770
10 C 2.89835 0.49116 0.47847
11 C 3.05393 1.99842 0.64558
12 F 4.16572 2.22466 1.41146
13 F 3.27285 2.65242 -0.50681
14 C 1.90623 2.64993 1.46599
15 F 2.36238 3.81259 1.97338
16 F 1.61757 1.85701 2.50769
17 S 0.35285 3.06349 0.47907
18 F -0.48231 1.97586 1.27436
19 F 0.70007 1.98877 -0.60669
20 F 1.13308 4.17534 -0.31010
21 F -0.05585 4.13232 1.57546
22 F -0.93940 3.43076 -0.32732
23 C 2.77749 -2.61887 -0.33016
24 C 1.84258 -2.34075 0.82368
25 C 0.42881 -1.89750 0.45729
26 C -0.48967 -3.06794 0.04957
27 C -1.62549 -3.27643 1.03651
28 C -2.67009 -2.15280 1.04524
29 C -3.15571 -1.86314 -0.37891
30 C -4.51859 -1.13755 -0.38725
31 C -4.31497 0.32596 -0.76230
32 O -5.29830 1.17389 -0.11626
33 C -4.81656 1.59394 1.09098
34 C -3.91642 2.80154 1.07118
35 O -5.11526 1.01680 2.11735
36 O 2.18441 -3.54335 -1.26539
37 C 2.91541 -3.37273 -2.41995
38 O 3.42253 -4.26334 -3.05165
39 C 2.93706 -1.81828 -2.62661
40 C 3.97552 -1.54735 -3.73298
41 C 3.53850 -1.66102 -5.18652
42 C 2.78517 -2.84142 -5.69891
43 N 3.79982 -0.73560 -6.01668
44 C 1.44530 -1.55061 -2.89458
45 C 1.07898 -0.23070 -3.52696
46 O 0.63827 0.71571 -2.88060
47 F 1.20150 -0.12471 -4.85124
48 H 5.68599 1.44286 3.26537
49 H 7.28748 1.61163 3.92685
50 H 6.53814 2.96839 3.07359
51 H 6.92110 2.01772 0.95586
52 H 8.32129 1.38221 1.86192
53 H 4.79410 -1.71015 1.11242
54 H 6.29067 -2.28622 0.50006
55 H 5.20364 -2.75723 -1.35915
56 H 5.50934 -1.08838 -1.72643
57 H 2.38440 0.36263 -1.56203
58 H 4.07160 0.54721 -1.28991
59 H 1.85224 0.28375 0.67915
60 H 3.44938 0.00811 1.26891
61 H 3.56241 -3.23590 0.10418
62 H 2.26018 -1.64475 1.53552
63 H 1.73978 -3.26946 1.37668
64 H -0.00989 -1.50300 1.36955
65 H 0.40427 -1.07852 -0.25779
66 H -0.81897 -3.00203 -0.97994
67 H 0.13090 -3.95600 0.09879
68 H -2.08383 -4.23217 0.79659
69 H -1.18826 -3.41029 2.02333
70 H -2.18774 -1.28658 1.48632
71 H -3.50115 -2.49747 1.64548
72 H -2.38455 -1.27995 -0.87745
73 H -3.19384 -2.80619 -0.90232
74 H -4.92812 -1.20631 0.60683
75 H -5.15560 -1.64770 -1.09565
76 H -3.32460 0.62701 -0.43597
77 H -4.39160 0.43617 -1.83481
78 H -4.00559 3.31103 0.12175
79 H -4.21178 3.45567 1.87710
80 H -2.89646 2.47997 1.23075
81 H 4.35452 -0.53941 -3.57894
82 H 4.83029 -2.19691 -3.61001
83 H 3.21768 -3.79445 -5.43103
84 H 1.73663 -2.79100 -5.43930
85 H 2.81041 -2.77042 -6.77726
86 H 4.29434 0.03302 -5.57093
87 H 0.84721 -1.61970 -2.00547
88 H 1.08517 -2.33471 -3.55089
89 O 4.85183 9.77763 -1.96771
90 C 4.65934 8.93226 -1.14270
91 O 4.89853 7.64605 -1.45758
92 C 4.84786 6.58491 -0.50158
93 C 3.43804 6.07310 -0.29460
94 C 4.07865 9.26718 0.21310
95 H 5.32047 6.88757 0.43444
96 H 5.46802 5.79465 -0.92115
97 H 2.78484 6.84688 0.11096
98 H 3.43916 5.23175 0.39203
99 H 3.00979 5.75211 -1.24329
100 H 2.99695 9.35383 0.11953
101 H 4.48491 10.22357 0.53233
102 H 4.31453 8.54703 0.99294
103 O -1.36861 -2.77864 -6.11828
104 C -1.26113 -3.16674 -7.24771
105 O -0.03651 -3.20144 -7.80006
106 C 0.25361 -3.79269 -9.06763
107 C -0.01503 -2.83741 -10.21139
108 C -2.46573 -3.54281 -8.07784
109 H -0.27769 -4.73898 -9.18192
110 H 1.31492 -4.03258 -9.03189
111 H -1.06807 -2.56098 -10.26633
112 H 0.27052 -3.29085 -11.16077
113 H 0.55539 -1.91892 -10.07606
114 H -2.90547 -2.63401 -8.48558
115 H -3.18958 -4.02278 -7.42447
116 H -2.25099 -4.23265 -8.89052
117 O -4.98925 -4.32459 -0.49145
118 C -5.31108 -5.17626 0.28947
119 O -5.31452 -6.45849 -0.11817
120 C -5.52835 -7.55871 0.76813
121 C -7.00158 -7.82891 0.99165
122 C -5.78164 -4.83759 1.68493
123 H -4.98726 -7.40986 1.70381
124 H -5.06856 -8.41303 0.27429
125 H -7.49747 -6.98472 1.47026
126 H -7.13587 -8.70774 1.62259
127 H -7.50156 -8.00194 0.03893
128 H -6.83137 -4.55143 1.63935
129 H -5.20272 -3.99116 2.04405
130 H -5.66091 -5.64105 2.40695
131 O -6.72020 -1.40652 6.39893
132 C -6.25236 -0.30384 6.39400
133 O -6.00720 0.29792 7.57727
134 C -5.31053 1.53760 7.69013
135 C -6.23042 2.72536 7.49610
136 C -6.00345 0.45149 5.10973
137 H -4.45489 1.56186 7.01358
138 H -4.90834 1.54582 8.70191
139 H -6.66420 2.73805 6.49632
140 H -5.68571 3.65814 7.64590
141 H -7.05485 2.68331 8.20760
142 H -6.93729 0.90250 4.77828
143 H -5.66903 -0.25355 4.35543
144 H -5.24136 1.22280 5.18408
145 O -0.97230 -5.52601 4.83743
146 C -0.16589 -6.19028 4.25451
147 O 0.50403 -5.63970 3.22318
148 C 1.59821 -6.26707 2.55633
149 C 1.13657 -7.22598 1.47861
150 C 0.06329 -7.64534 4.59351
151 H 2.27567 -6.74081 3.26889
152 H 2.15086 -5.44925 2.09529
153 H 0.56661 -8.05618 1.89657
154 H 1.99168 -7.63335 0.93912
155 H 0.48805 -6.71127 0.76916
156 H -0.70622 -8.24249 4.10682
157 H -0.02976 -7.75933 5.67026
158 H 1.04256 -8.02288 4.30844
159 O -2.94061 11.78547 2.76377
160 C -2.02155 11.26505 2.20170
161 O -1.45575 11.89741 1.15525
162 C -0.26198 11.44200 0.51819
163 C -0.56053 10.38308 -0.52422
164 C -1.53112 9.88835 2.59169
165 H 0.46811 11.10718 1.25729
166 H 0.16497 12.31847 0.03453
167 H -1.00832 9.49501 -0.07741
168 H 0.35092 10.08210 -1.04244
169 H -1.26872 10.76571 -1.25826
170 H -2.17384 9.14382 2.12465
171 H -1.61086 9.79579 3.67160
172 H -0.49687 9.68734 2.32249

(2)
DFT (the ωB97M-V functional and the def2-TZVPD basis) results for 13 unconnected molecules or ions with the total composition C56H96N4O39P4.

Results
E_HOMO: -9.73 eV
LUMO level: -1.01 eV
orbital gap: 8.72 eV

Cartesian coordinates (Å):
1 C 0.57627 -32.83092 -25.97932
2 C -0.91478 -33.11712 -26.30372
3 O -1.65497 -32.23967 -25.62142
4 C -2.31643 -32.53440 -24.48235
5 O -2.31841 -33.67757 -23.88590
6 O -2.51798 -31.28821 -23.92425
7 C -3.51178 -31.05146 -22.89857
8 H 0.81586 -31.77035 -26.05602
9 H 1.17186 -33.43945 -26.65981
10 H 0.67489 -33.23056 -24.97003
11 H -1.13355 -34.16772 -26.11273
12 H -1.03661 -32.88044 -27.36071
13 H -3.19204 -31.55056 -21.98382
14 H -4.46891 -31.55097 -23.04853
15 H -3.76166 -30.04446 -22.56450
16 C 12.42343 -36.39071 -25.44074
17 C 11.98342 -35.16077 -24.54869
18 O 10.55551 -34.82897 -24.61182
19 C 9.91640 -34.01813 -23.77932
20 O 10.57786 -33.31561 -23.03832
21 O 8.61438 -33.84849 -24.04537
22 C 7.81867 -32.89015 -23.36634
23 H 13.43859 -36.61018 -25.10999
24 H 12.47818 -36.19006 -26.51071
25 H 11.97887 -37.35009 -25.17605
26 H 12.50696 -34.24559 -24.82519
27 H 12.16641 -35.37375 -23.49548
28 H 7.62036 -33.32778 -22.38795
29 H 6.84891 -32.70703 -23.82907
30 H 8.37613 -31.98924 -23.11004
31 C 4.15735 -27.33732 -19.66198
32 C 4.09946 -26.73859 -18.32971
33 O 3.42688 -25.53397 -18.43378
34 C 2.05011 -25.54115 -18.32593
35 O 1.28134 -26.41834 -17.88621
36 O 1.68575 -24.32806 -18.66545
37 C 0.26181 -24.09101 -18.82726
38 H 4.48661 -26.78840 -20.54423
39 H 3.12800 -27.55555 -19.94642
40 H 4.72611 -28.26714 -19.66974
41 H 5.11207 -26.60018 -17.95080
42 H 3.58878 -27.36062 -17.59460
43 H -0.17782 -24.58579 -19.69330
44 H 0.19064 -23.01018 -18.94905
45 H -0.15841 -24.43959 -17.88385
46 C 7.17127 -33.69519 -27.52357
47 C 8.51601 -33.20568 -27.11200
48 O 9.14000 -32.58284 -28.22677
49 C 10.45145 -32.13387 -28.08891
50 O 11.06331 -32.04279 -26.99036
51 O 10.77912 -31.71915 -29.37518
52 C 11.87900 -30.94632 -29.60264
53 H 7.17277 -34.40274 -28.35271
54 H 6.62028 -32.91019 -28.04152
55 H 6.59663 -33.98824 -26.64493
56 H 9.11453 -34.03769 -26.74102
57 H 8.49258 -32.47378 -26.30461
58 H 11.75626 -30.24728 -30.42992
59 H 12.69875 -31.56823 -29.96228
60 H 12.16446 -30.39043 -28.70956
61 C 7.72133 -32.57450 -31.06086
62 C 6.16739 -32.25153 -30.71252
63 O 5.50198 -33.48970 -30.93105
64 C 4.14734 -33.63114 -31.02049
65 O 3.23515 -32.82119 -30.72502
66 O 3.94403 -34.91322 -31.18976
67 C 2.64347 -35.54034 -30.83729
68 H 8.37791 -31.91855 -30.48926
69 H 7.82008 -32.42007 -32.13534
70 H 8.06591 -33.58161 -30.82614
71 H 5.69940 -31.52622 -31.37810
72 H 5.97589 -31.82291 -29.72879
73 H 2.02364 -35.79657 -31.69650
74 H 1.95762 -34.78082 -30.46199
75 H 2.72783 -36.39696 -30.16857
76 C 3.81989 -35.04319 -22.32783
77 C 3.99307 -36.36624 -22.63067
78 C 3.87267 -36.79834 -23.94281
79 C 3.78840 -35.78241 -24.94656
80 C 3.56526 -34.43088 -24.61254
81 C 3.64826 -34.07968 -23.30722
82 N 3.82923 -36.17700 -26.34640
83 O 4.24363 -37.36003 -26.61826
84 O 3.39020 -35.37635 -27.16781
85 H 3.97924 -34.69638 -21.31752
86 H 4.12950 -36.99960 -21.76659
87 H 4.15366 -37.78290 -24.28646
88 H 3.48309 -33.72340 -25.42440
89 H 3.48338 -33.01598 -23.21919
90 C 2.94206 -24.88556 -26.69174
91 C 3.25976 -26.11055 -26.10759
92 C 2.69739 -26.29196 -24.82615
93 C 1.91848 -25.39158 -24.19317
94 C 1.56631 -24.27475 -24.88629
95 C 2.09129 -23.99248 -26.09288
96 N 1.40378 -25.65306 -22.89455
97 O 0.67462 -24.80809 -22.34575
98 O 1.74308 -26.69974 -22.37961
99 H 3.44301 -24.53966 -27.58382
100 H 3.69025 -26.91860 -26.68043
101 H 2.90497 -27.25803 -24.39023
102 H 0.89932 -23.61132 -24.35584
103 H 1.63495 -23.11275 -26.52211
104 C 0.74665 -28.03204 -27.28567
105 C 0.33426 -28.80073 -26.15244
106 C -1.02214 -28.92489 -25.89143
107 C -1.93406 -28.72282 -26.98579
108 C -1.47241 -28.13957 -28.10930
109 C -0.20142 -27.64226 -28.21447
110 N -3.37204 -29.01423 -26.81190
111 O -3.77037 -29.59970 -25.81871
112 O -4.15522 -28.67116 -27.74814
113 H 1.77907 -27.72866 -27.37774
114 H 1.16556 -29.10881 -25.53565
115 H -1.33017 -29.24844 -24.90815
116 H -2.10016 -27.96794 -28.97120
117 H 0.08723 -27.12999 -29.12037
118 C 5.96969 -35.71565 -17.12045
119 C 6.31975 -35.91223 -18.50889
120 C 6.15240 -34.81312 -19.40022
121 C 5.54420 -33.59787 -18.93277
122 C 5.08925 -33.57023 -17.62839
123 C 5.30093 -34.61123 -16.69324
124 N 5.22439 -32.50726 -19.86021
125 O 5.37076 -32.64437 -21.05702
126 O 4.61860 -31.51318 -19.42243
127 H 6.13587 -36.40478 -16.30567
128 H 6.72733 -36.87800 -18.76881
129 H 6.48749 -34.94770 -20.41806
130 H 4.56511 -32.71696 -17.22393
131 H 5.06725 -34.54430 -15.64095
132 C 7.37756 -24.98915 -31.90863
133 O 7.29219 -26.18723 -31.08304
134 P 6.96511 -26.11667 -29.46498
135 O 5.55824 -26.03490 -28.95017
136 O 7.78182 -27.37952 -28.87780
137 C 7.37030 -28.70068 -29.21113
138 O 7.91074 -24.91753 -28.87319
139 C 7.74836 -24.36335 -27.53539
140 H 8.28652 -25.01146 -32.50979
141 H 7.38204 -24.09266 -31.28864
142 H 6.57113 -24.80972 -32.61967
143 H 7.22732 -28.88388 -30.27606
144 H 6.45912 -28.91505 -28.65265
145 H 8.01749 -29.51815 -28.89336
146 H 8.53730 -23.64265 -27.32034
147 H 7.62975 -25.05554 -26.70179
148 H 6.81950 -23.79318 -27.51994
149 C 10.91830 -29.24460 -20.74676
150 O 10.36906 -30.13805 -19.81752
151 P 8.71293 -30.23256 -19.76045
152 O 8.08242 -29.20308 -18.91441
153 O 8.29684 -30.25205 -21.30509
154 C 6.94676 -29.89739 -21.75415
155 O 8.40972 -31.73714 -19.21075
156 C 8.62033 -32.04013 -17.90333
157 H 10.89707 -29.75409 -21.71013
158 H 11.87988 -28.79349 -20.50189
159 H 10.24565 -28.39093 -20.82970
160 H 6.36731 -29.52178 -20.91079
161 H 6.56170 -30.79718 -22.23396
162 H 6.92409 -29.06721 -22.46011
163 H 7.70140 -32.51104 -17.55416
164 H 8.87921 -31.25460 -17.19338
165 H 9.35848 -32.83776 -17.81962
166 C 2.75187 -26.81468 -32.61864
167 O 1.88239 -27.72660 -32.05552
168 P 2.46271 -29.08467 -31.41648
169 O 3.73223 -28.86184 -30.68233
170 O 1.12434 -29.59254 -30.64231
171 C 1.00816 -30.90088 -30.17934
172 O 2.60620 -29.98115 -32.81054
173 C 1.48399 -29.97437 -33.76163
174 H 3.79151 -27.07784 -32.42371
175 H 2.55361 -25.92844 -32.01584
176 H 2.46825 -26.76750 -33.67004
177 H 0.14757 -30.96277 -29.51326
178 H 1.91150 -31.31136 -29.72814
179 H 0.73628 -31.65431 -30.91861
180 H 0.83184 -30.84722 -33.73124
181 H 1.97878 -29.93361 -34.73201
182 H 0.89699 -29.05719 -33.80981
183 C 3.87269 -29.46443 -23.02801
184 O 4.75581 -28.91883 -23.98330
185 P 5.17849 -29.68768 -25.39021
186 O 5.72879 -31.04573 -25.18819
187 O 3.82410 -29.68594 -26.30815
188 C 3.60416 -30.41200 -27.50165
189 O 6.21793 -28.55460 -25.96738
190 C 7.61927 -28.56919 -25.68445
191 H 3.77660 -28.80956 -22.16198
192 H 4.12977 -30.46369 -22.67658
193 H 2.89101 -29.56533 -23.49086
194 H 3.26885 -29.76684 -28.31371
195 H 2.82006 -31.15421 -27.35198
196 H 4.49698 -31.00991 -27.68460
197 H 7.81304 -28.78942 -24.63466
198 H 8.13582 -27.64539 -25.94494
199 H 7.94378 -29.52152 -26.10379